C34H43N6OP2STi | the ωB97M-V functional and the def2-TZVPD basis

The geometry in XYZ format:
```
88
C34H43N6OP2STi, DFT the ωB97M-V functional and the def2-TZVPD basis
Ti 1.537 -1.277 -0.332
S -0.923 -0.910 -1.020
P 0.386 -3.319 0.911
P 1.258 -0.626 2.154
O -1.133 3.367 1.401
N 3.906 -2.822 -0.194
N -1.169 1.445 0.232
N -2.593 1.028 -1.521
N 2.255 0.513 -0.646
N 3.362 -1.599 0.047
N 2.025 -2.786 -1.611
C -4.582 2.487 -1.792
C 5.294 1.939 1.044
C -0.335 -1.283 2.797
C 1.263 -4.774 1.583
C 1.388 2.787 -1.253
C 2.774 -5.289 -2.582
C -3.967 1.218 1.141
C -3.981 3.627 1.283
C -5.041 3.932 -1.985
C 5.901 0.751 1.439
C 0.742 3.600 -2.178
C 4.084 1.935 0.365
C 3.143 -3.442 -1.091
C 0.629 1.774 -3.722
C 1.676 1.453 -1.548
C 3.490 -4.736 -1.571
C -0.620 -2.733 2.358
C 5.301 -0.462 1.142
C 0.355 3.102 -3.413
C 1.339 -3.382 -2.648
C -0.864 -4.178 -0.109
C -5.336 1.196 1.367
C -3.069 2.403 -1.771
C -1.813 2.505 0.924
C 3.444 0.727 0.089
C 2.467 -1.564 3.165
C 1.287 0.970 -2.804
C 1.676 -4.586 -3.157
C -5.351 3.605 1.489
C 4.080 -0.472 0.489
C -6.029 2.390 1.530
C -3.291 2.435 1.093
C -1.603 0.640 -0.766
C 1.362 1.004 2.959
H -1.121 -0.610 2.455
H 1.543 -0.045 -3.063
H 1.122 0.884 4.014
H 1.628 3.191 -0.277
H -4.671 4.568 -1.175
H -0.189 1.349 0.450
H 0.352 1.369 -4.691
H -1.608 -3.483 -0.486
H 0.530 -5.448 2.023
H -4.965 1.863 -2.606
H -4.979 2.084 -0.856
H -4.682 4.344 -2.933
H -5.861 0.249 1.416
H 1.105 -5.004 -3.977
H -7.099 2.375 1.697
H 4.348 -5.226 -1.131
H 2.117 -1.644 4.194
H 0.491 -2.833 -3.034
H -2.655 2.716 -2.729
H -1.355 -4.945 0.487
H -5.891 4.535 1.630
H 2.646 -2.552 2.753
H -2.876 0.334 -2.198
H -3.432 4.562 1.267
H -6.129 3.992 -1.987
H 5.779 2.886 1.257
H -3.426 0.283 1.029
H 6.854 0.775 1.954
H 1.990 -4.488 2.340
H 0.542 4.635 -1.922
H 2.383 1.375 2.862
H -2.666 3.069 -1.018
H -0.134 3.745 -4.137
H 3.657 2.871 0.030
H 1.792 -5.289 0.780
H 5.763 -1.409 1.399
H 3.046 -6.265 -2.965
H 0.692 1.743 2.520
H -0.369 -4.651 -0.958
H -1.665 -2.847 2.082
H 3.412 -1.026 3.153
H -0.305 -1.207 3.882
H -0.435 -3.415 3.184
```

HOMO energy (spin up / spin down) in eV: -9.48 / -9.33
Frontier orbital gap (spin up / spin down) in eV: 6.43 / 6.42
Strongest force on any atom in eV/Å: 0.95
Net charge: +1

***

C34H44AuFN3O6 | the ωB97M-V functional and the def2-TZVPD basis

The geometry in XYZ format:
```
89
C34H44AuFN3O6, DFT the ωB97M-V functional and the def2-TZVPD basis
Au 0.064 -2.606 -0.755
F -5.144 0.014 -5.719
O -2.560 -1.812 -2.377
O -7.490 -1.518 -5.574
O 0.880 -2.993 1.448
O -1.103 -3.534 -2.238
O 1.266 -0.731 -2.365
O -5.158 -5.010 -3.844
N -3.977 -3.111 -4.357
N -6.270 -3.227 -4.696
N 0.923 -0.608 0.281
C 0.299 1.247 -4.248
C -1.980 3.751 0.626
C -0.636 0.069 -4.578
C 2.168 1.624 5.661
C 1.596 -2.145 3.544
C -0.656 4.060 -0.085
C -0.093 2.771 -0.696
C 0.261 1.740 0.108
C -0.920 5.141 -1.136
C -2.709 -3.661 -3.892
C -6.413 -1.941 -5.208
C 2.284 0.235 3.584
C 0.787 0.307 -1.900
C -0.020 2.584 -2.125
C 2.985 1.319 4.396
C 1.282 -0.672 1.565
C 0.346 1.430 -2.734
C 1.451 -3.503 4.229
C 1.709 0.967 -4.791
C 1.871 0.403 2.303
C 0.342 4.625 0.934
C -0.010 -3.975 4.155
C -2.103 -2.900 -2.706
C 1.227 -2.010 2.136
C -4.017 -1.821 -4.821
C 0.690 0.485 -0.430
C -5.145 -1.244 -5.247
C 2.362 -4.529 3.535
C -5.124 -3.867 -4.251
C -0.245 2.486 -4.958
C 3.137 2.617 3.605
C 2.082 -1.052 4.189
C 1.847 -3.446 5.705
C 4.384 0.836 4.805
H 1.666 0.841 -5.877
H -0.107 -4.948 4.644
H -0.328 3.411 -2.747
H -3.076 -1.291 -4.822
H 1.696 -4.431 6.150
H -0.341 -4.066 3.124
H -1.635 0.279 -4.187
H -0.283 2.290 -6.031
H -2.880 -4.696 -3.618
H -0.280 -0.854 -4.125
H -0.012 5.399 -1.685
H -1.280 6.044 -0.640
H -1.841 3.019 1.422
H 0.106 1.804 1.177
H 2.663 2.399 6.254
H -0.700 -0.061 -5.662
H -0.664 -3.268 4.672
H 2.051 1.330 1.778
H 0.396 3.358 -4.802
H 2.123 0.065 -4.347
H 4.891 1.600 5.401
H 2.092 -4.637 2.486
H 3.640 3.365 4.222
H 2.166 3.021 3.313
H 1.236 -2.729 6.259
H -1.681 4.832 -1.854
H 2.268 -5.501 4.027
H 2.368 -1.157 5.227
H -1.256 2.733 -4.627
H -7.115 -3.776 -4.632
H 0.534 3.912 1.737
H 1.296 4.853 0.454
H -1.987 -3.634 -4.711
H 2.376 1.805 -4.571
H 2.899 -3.181 5.836
H -2.708 3.342 -0.078
H 2.054 0.742 6.292
H 4.336 -0.077 5.399
H 1.170 1.978 5.395
H 3.406 -4.214 3.597
H -2.397 4.660 1.067
H -0.049 5.542 1.383
H 4.989 0.629 3.920
H 3.732 2.470 2.701
```

HOMO energy (spin up / spin down) in eV: -4.55 / -4.52
Frontier orbital gap (spin up / spin down) in eV: 5.84 / 5.80
Strongest force on any atom in eV/Å: 0.34
Net charge: -1

***

C34H44BFNbO2 | the ωB97M-V functional and the def2-TZVPD basis

The geometry in XYZ format:
```
83
C34H44BFNbO2, DFT the ωB97M-V functional and the def2-TZVPD basis
Nb 2.596 -0.484 -3.183
F 5.602 -1.741 -5.722
O -0.381 0.364 -1.957
O -0.390 0.575 -4.268
C -5.395 -8.143 -2.783
C 3.381 0.520 2.737
C -6.032 -8.371 -3.995
C -0.812 -5.365 -0.723
C 0.839 3.261 2.015
C -2.961 7.376 8.484
C -6.024 -7.390 -4.976
C -3.374 7.246 7.166
C 5.845 -0.242 1.724
C -0.241 2.992 -3.772
C -2.841 6.245 6.368
C 4.514 0.618 3.533
C 3.478 0.039 1.441
C 1.083 5.275 3.301
C -1.031 1.835 -4.344
C -4.754 -6.935 -2.551
C 1.640 4.275 2.518
C -1.893 5.374 6.886
C -0.520 3.244 2.295
C -0.447 -3.230 -1.772
C -4.747 -5.953 -3.531
C -0.276 5.259 3.583
C 4.711 -0.340 0.932
C 5.487 -0.663 -4.830
C -0.404 -4.040 -0.646
C 4.780 -1.095 -3.552
C -5.381 -6.182 -4.744
C -1.268 -5.881 -1.928
C 5.748 0.236 3.025
C -1.313 -5.070 -3.054
C -1.477 5.506 8.203
C -0.901 -3.747 -2.977
C -1.077 4.243 3.081
C -2.012 6.506 9.002
B 0.326 0.237 -3.138
H 3.036 0.957 -2.100
H -3.165 6.142 5.340
H 4.436 0.994 4.545
H -0.298 3.038 -2.690
H -0.671 3.917 -4.154
H -6.517 -7.567 -5.923
H -0.045 -3.637 0.292
H 0.796 2.952 -4.090
H 4.962 0.117 -5.366
H 4.779 -0.711 -0.082
H 2.356 -1.609 -1.729
H 2.700 4.282 2.298
H -0.773 -5.997 0.156
H -1.668 -5.472 -3.995
H -0.735 4.829 8.605
H -2.015 1.798 -3.873
H -1.478 4.594 6.261
H 2.417 0.821 3.128
H 1.923 -1.775 -4.315
H 5.326 -0.631 -2.725
H -6.533 -9.313 -4.176
H 6.635 0.313 3.642
H -3.379 8.155 9.109
H 6.808 -0.535 1.326
H -1.144 2.453 1.899
H 2.598 -0.038 0.816
H 4.887 -2.175 -3.469
H 6.507 -0.327 -4.634
H -0.710 6.039 4.196
H 1.707 6.069 3.692
H -0.926 -3.113 -3.853
H 2.704 0.653 -4.641
H -1.688 6.608 10.030
H 0.245 0.366 -1.235
H -4.253 -6.755 -1.609
H -1.584 -6.916 -1.992
H -5.371 -5.417 -5.510
H -5.398 -8.910 -2.019
H -1.201 2.024 -5.401
H -2.137 4.229 3.301
H -4.112 7.926 6.761
H 1.276 2.483 1.402
H -0.125 -2.201 -1.718
H -4.245 -5.013 -3.347
```

HOMO energy in eV: -4.43
Frontier orbital gap in eV: 6.57
Strongest force on any atom in eV/Å: 2.95
Net charge: -1

***

C34H44BrINO2Ru | the ωB97M-V functional and the def2-TZVPD basis

The geometry in XYZ format:
```
84
C34H44BrINO2Ru, DFT the ωB97M-V functional and the def2-TZVPD basis
I 1.260 1.476 4.137
Ru 0.619 1.189 1.614
Br 1.474 0.124 7.223
O 2.470 0.412 1.234
O -1.167 1.982 1.080
N 0.243 0.165 0.030
C -5.118 3.207 -0.574
C 2.408 -4.472 -2.777
C 0.273 1.544 6.969
C 0.264 -4.760 -1.493
C -1.184 0.088 -1.974
C 6.037 -1.952 -0.096
C -3.146 1.564 -1.838
C -0.450 2.036 8.043
C -1.648 1.560 -0.020
C 5.208 0.386 -0.419
C 1.956 -2.999 -0.878
C 0.896 -2.074 -0.796
C 5.239 -0.663 1.880
C -2.712 0.297 -3.990
C 2.439 -0.576 0.427
C -3.985 2.718 1.587
C -1.342 3.088 7.866
C 1.746 -4.395 -1.373
C -0.858 0.519 -0.712
C 1.135 -0.865 -0.198
C 2.447 -5.395 -0.427
C -3.752 3.080 0.109
C -0.816 3.208 5.529
C 3.594 -1.391 0.096
C -2.936 1.599 -4.794
C -1.669 -0.566 -4.700
C -4.049 -0.485 -3.896
C -1.524 3.674 6.620
C 5.011 -0.921 0.379
C 0.063 2.161 5.747
C -2.882 2.043 -0.590
C -2.316 0.643 -2.587
C 3.285 -2.568 -0.516
C -3.011 4.433 0.008
H 3.481 -4.275 -2.737
H -3.945 -1.391 -3.294
H -3.613 5.203 0.492
H 5.950 -2.895 0.450
H -3.178 1.330 -5.822
H 1.947 -3.772 -3.477
H -2.039 2.222 -4.810
H -5.047 3.656 -1.567
H 4.548 1.184 -0.068
H 2.254 -6.404 -0.790
H -4.661 3.454 2.020
H 7.037 -1.560 0.090
H 4.591 0.115 2.279
H -0.274 -4.605 -0.553
H -0.935 3.668 4.558
H -5.746 3.866 0.024
H -5.628 2.243 -0.650
H -0.688 -0.081 -4.734
H 2.060 -5.324 0.592
H -4.047 1.910 -2.323
H 6.235 0.726 -0.285
H -0.234 -4.199 -2.289
H -1.899 3.454 8.718
H -3.069 2.733 2.174
H 5.959 -2.147 -1.169
H 4.096 -3.250 -0.729
H 2.263 -5.484 -3.157
H -0.304 1.589 9.017
H -0.098 -2.330 -1.136
H -2.211 4.501 6.493
H 3.530 -5.264 -0.399
H -1.570 -1.554 -4.239
H -4.455 1.736 1.689
H -1.985 -0.726 -5.730
H 6.269 -0.333 2.020
H 0.177 -5.815 -1.745
H -4.340 -0.777 -4.906
H -4.855 0.122 -3.478
H -3.766 2.194 -4.412
H 5.044 0.229 -1.488
H -2.039 4.405 0.506
H 5.097 -1.575 2.464
H -0.552 -0.615 -2.495
H -2.863 4.724 -1.034
```

HOMO energy (spin up / spin down) in eV: -16.51 / -16.48
Frontier orbital gap (spin up / spin down) in eV: 4.80 / 4.28
2S+1: 5
Strongest force on any atom in eV/Å: 0.78
Net charge: +3

***

C34H44N4Si2V | the ωB97M-V functional and the def2-TZVPD basis

The geometry in XYZ format:
```
85
C34H44N4Si2V, DFT the ωB97M-V functional and the def2-TZVPD basis
V -0.466 -0.873 -0.497
Si 1.800 -2.234 -2.395
Si 2.308 -2.381 0.857
N -0.469 1.599 1.626
N -0.843 3.181 0.021
N -1.327 -2.412 -0.961
N -0.498 0.947 -0.604
C -1.420 -5.123 -0.661
C -0.988 0.343 3.591
C 0.414 2.357 -3.932
C -1.040 -0.772 1.405
C 1.489 -2.799 2.500
C -1.521 6.246 2.806
C 2.871 -0.708 -2.616
C 2.711 -3.825 -2.783
C -0.615 1.907 0.329
C -0.227 -4.455 -0.463
C -1.684 1.198 -4.106
C -0.653 1.550 4.427
C -0.354 6.232 2.056
C -2.298 4.226 1.711
C -2.573 -4.419 -1.023
C -0.168 -3.070 -0.647
C 0.319 -2.145 -3.569
C 3.606 -3.698 0.526
C 1.726 2.528 -1.804
C 1.032 -2.224 -0.589
C -0.801 0.356 2.203
C -2.476 5.257 2.629
C -1.100 4.215 0.987
C 0.523 2.054 -2.579
C -1.617 0.900 -2.756
C -1.523 -0.803 4.161
C -1.854 -1.906 3.386
C -0.667 1.933 -4.692
C 3.035 -0.640 0.955
C -0.144 5.211 1.146
C -1.602 -1.895 2.028
C -2.488 -3.053 -1.148
C -0.519 1.311 -1.994
C -3.379 3.201 1.486
H 4.214 -3.800 1.427
H 2.071 -4.705 -2.689
H 1.005 -1.930 2.946
H 2.618 2.478 -2.426
H -0.651 1.284 5.481
H -1.692 7.039 3.521
H -4.317 3.545 1.915
H 3.050 -0.566 -3.685
H 4.280 -3.443 -0.292
H 1.898 1.940 -0.903
H 0.763 5.177 0.554
H -3.350 -2.447 -1.393
H -3.512 -4.925 -1.192
H 3.442 -0.458 1.952
H 0.681 -1.992 -4.588
H -2.535 0.878 -4.692
H 0.754 -3.603 2.434
H 3.042 -3.772 -3.823
H -1.836 -2.789 1.465
H 3.844 -0.813 -2.133
H -0.717 2.184 -5.743
H 2.272 -3.127 3.187
H 0.389 7.008 2.177
H -0.501 2.394 2.252
H -3.142 2.239 1.947
H -0.852 3.425 -0.959
H -0.250 -3.078 -3.569
H -0.368 -1.324 -3.356
H -2.438 0.376 -2.272
H 1.204 2.934 -4.397
H 3.169 -4.675 0.313
H 3.596 -3.979 -2.169
H 2.392 0.191 -2.232
H -3.538 3.030 0.419
H -2.291 -2.783 3.846
H 2.269 0.115 0.760
H -1.464 -6.197 -0.538
H -3.395 5.290 3.200
H -1.386 2.352 4.294
H 3.848 -0.496 0.242
H 0.338 1.945 4.190
H 0.679 -4.987 -0.209
H -1.710 -0.825 5.227
H 1.607 3.573 -1.508
```

HOMO energy (spin up / spin down) in eV: -13.93 / -13.94
Frontier orbital gap (spin up / spin down) in eV: 6.93 / 7.48
2S+1: 2
Strongest force on any atom in eV/Å: 2.91
Net charge: +2